{
  "formula": "C80H130N12O8",
  "method": "wB97M-V/def2-TZVPD",
  "mol_weight_da": 1388.00,
  "charge": 10,
  "energy_ha": -4380.33386,
  "e_homo_ev": -23.2,
  "elements": ["C", "C", "C", "C", "N", "C", "C", "C", "C", "C", "C", "C", "H", "H", "H", "H", "H", "H", "H", "H", "H", "H", "H", "H", "H", "H", "H", "H", "H", "H", "H", "H", "H", "H", "H", "H", "C", "C", "C", "C", "N", "C", "C", "C", "C", "C", "C", "C", "H", "H", "H", "H", "H", "H", "H", "H", "H", "H", "H", "H", "H", "H", "H", "H", "H", "H", "H", "H", "H", "H", "H", "H", "C", "C", "C", "O", "C", "N", "H", "H", "H", "H", "H", "H", "H", "H", "H", "H", "H", "H", "C", "C", "C", "O", "C", "N", "H", "H", "H", "H", "H", "H", "H", "H", "H", "H", "H", "H", "C", "N", "C", "C", "C", "C", "C", "C", "C", "C", "N", "C", "C", "C", "H", "H", "H", "H", "H", "H", "H", "H", "H", "H", "H", "H", "H", "H", "C", "N", "C", "C", "C", "C", "C", "C", "C", "C", "N", "C", "C", "C", "H", "H", "H", "H", "H", "H", "H", "H", "H", "H", "H", "H", "H", "H", "C", "N", "C", "C", "C", "C", "C", "C", "C", "C", "N", "C", "C", "C", "H", "H", "H", "H", "H", "H", "H", "H", "H", "H", "H", "H", "H", "H", "C", "N", "C", "C", "C", "C", "C", "C", "C", "C", "N", "C", "C", "C", "H", "H", "H", "H", "H", "H", "H", "H", "H", "H", "H", "H", "H", "H", "O", "C", "O", "O", "H", "O", "C", "O", "O", "H"],
  "positions_angstrom": [[-6.003, -6.561, -4.058], [-6.953, -5.388, -3.862], [-6.476, -4.243, -3.002], [-5.763, -3.178, -3.852], [-4.699, -2.335, -3.099], [-4.089, -1.241, -3.975], [-3.080, -1.924, -4.865], [-2.381, -2.773, -3.798], [-3.515, -3.261, -2.892], [-5.209, -1.752, -1.739], [-6.203, -0.577, -1.959], [-5.601, 0.754, -2.293], [-5.389, -6.575, -4.958], [-6.497, -7.533, -4.086], [-5.292, -6.450, -3.240], [-7.853, -5.854, -3.462], [-7.255, -5.003, -4.836], [-6.068, -4.626, -2.066], [-7.385, -3.744, -2.667], [-6.344, -2.389, -4.329], [-5.273, -3.667, -4.694], [-3.569, -0.608, -3.255], [-4.930, -0.805, -4.515], [-2.321, -1.243, -5.251], [-3.570, -2.487, -5.660], [-1.514, -2.247, -3.399], [-1.801, -3.652, -4.080], [-3.256, -3.288, -1.834], [-3.727, -4.300, -3.147], [-4.363, -1.396, -1.151], [-5.518, -2.525, -1.036], [-6.883, -0.609, -1.107], [-6.852, -0.882, -2.780], [-6.012, 1.522, -1.638], [-5.695, 1.228, -3.269], [-4.552, 0.858, -2.013], [0.022, 4.531, 6.276], [1.525, 4.713, 6.257], [2.167, 4.562, 4.917], [1.939, 5.705, 3.835], [2.825, 5.586, 2.535], [4.310, 5.743, 2.869], [4.466, 7.256, 3.084], [3.629, 7.845, 2.020], [2.607, 6.853, 1.688], [2.663, 4.220, 1.743], [1.338, 4.103, 1.019], [1.384, 3.185, -0.180], [-0.365, 5.007, 7.177], [-0.186, 3.470, 6.139], [-0.505, 5.074, 5.491], [1.882, 4.005, 7.005], [1.678, 5.772, 6.464], [1.690, 3.639, 4.588], [3.225, 4.379, 5.104], [2.023, 6.673, 4.329], [0.905, 5.670, 3.495], [4.876, 5.565, 1.954], [4.596, 5.029, 3.640], [5.494, 7.470, 2.790], [4.188, 7.690, 4.045], [4.220, 7.996, 1.117], [3.189, 8.834, 2.146], [2.803, 6.506, 0.674], [1.591, 7.248, 1.706], [2.766, 3.364, 2.409], [3.457, 4.310, 1.002], [0.811, 5.049, 0.889], [0.631, 3.661, 1.722], [1.586, 2.184, 0.199], [2.000, 3.403, -1.052], [0.383, 3.060, -0.594], [1.456, -1.056, -5.125], [0.590, -2.055, -5.904], [0.208, -1.495, -7.265], [-0.575, -2.380, -8.016], [-1.726, -1.833, -8.647], [1.481, -3.327, -6.046], [2.125, -3.159, -6.805], [1.912, -3.482, -5.145], [0.994, -4.163, -6.333], [0.780, -0.249, -4.841], [2.300, -0.654, -5.686], [1.707, -1.280, -4.088], [-0.310, -2.458, -5.440], [1.112, -1.472, -7.873], [-0.041, -0.434, -7.277], [-2.550, -2.089, -7.981], [-1.896, -2.484, -9.504], [-1.750, -0.830, -9.073], [6.450, 0.335, 4.632], [5.631, -0.599, 3.711], [4.253, 0.049, 3.266], [3.773, -0.878, 2.313], [2.875, -0.200, 1.448], [6.523, -0.834, 2.468], [6.852, 0.014, 2.027], [7.297, -1.398, 2.789], [6.004, -1.388, 1.801], [6.037, 0.559, 5.616], [6.820, 1.219, 4.113], [7.363, -0.154, 4.970], [5.479, -1.602, 4.108], [4.579, 1.022, 2.898], [3.603, 0.198, 4.128], [1.809, -0.248, 1.666], [2.945, -0.740, 0.503], [3.137, 0.821, 1.170], [-11.569, 6.074, 1.943], [-10.324, 5.642, 1.300], [-9.402, 6.557, 0.770], [-8.024, 6.136, 0.687], [-7.695, 4.752, 0.742], [-8.715, 3.908, 1.118], [-10.003, 4.348, 1.379], [-6.237, 4.388, 0.518], [-5.217, 5.396, 0.548], [-3.867, 5.080, 0.290], [-3.559, 3.732, 0.273], [-4.464, 2.774, 0.400], [-5.831, 3.075, 0.335], [-2.172, 3.390, 0.217], [-11.719, 7.042, 1.466], [-11.361, 6.207, 3.005], [-12.356, 5.354, 1.717], [-9.727, 7.555, 0.517], [-7.475, 6.995, 0.331], [-8.576, 2.848, 1.275], [-10.817, 3.712, 1.693], [-5.404, 6.430, 0.797], [-3.047, 5.783, 0.268], [-4.124, 1.755, 0.293], [-6.486, 2.215, 0.337], [-1.732, 3.653, 1.179], [-1.748, 4.017, -0.567], [-2.107, 2.327, -0.014], [3.598, -5.065, 8.829], [2.808, -4.744, 7.623], [2.474, -3.465, 7.480], [1.689, -3.131, 6.346], [1.185, -4.145, 5.493], [1.735, -5.363, 5.633], [2.505, -5.657, 6.749], [0.213, -3.657, 4.454], [-0.909, -4.408, 4.112], [-1.812, -4.032, 3.064], [-1.603, -2.828, 2.553], [-0.477, -2.118, 2.787], [0.459, -2.501, 3.681], [-2.590, -2.213, 1.647], [3.039, -5.857, 9.327], [3.882, -4.198, 9.426], [4.513, -5.563, 8.509], [2.902, -2.839, 8.249], [1.239, -2.149, 6.336], [1.570, -6.085, 4.847], [2.905, -6.642, 6.939], [-1.231, -5.254, 4.702], [-2.753, -4.518, 2.852], [-0.391, -1.123, 2.375], [1.384, -1.949, 3.747], [-2.169, -1.292, 1.243], [-3.483, -1.880, 2.176], [-2.871, -2.826, 0.790], [-0.389, -4.375, -1.320], [0.522, -4.619, -0.265], [0.469, -5.760, 0.531], [1.415, -5.953, 1.509], [2.492, -5.059, 1.706], [2.499, -3.929, 0.836], [1.535, -3.703, -0.122], [3.555, -5.291, 2.674], [4.019, -6.571, 3.068], [5.026, -6.729, 4.028], [5.599, -5.575, 4.558], [5.077, -4.338, 4.275], [4.101, -4.196, 3.304], [6.659, -5.847, 5.495], [-0.520, -3.348, -1.661], [-1.365, -4.787, -1.065], [0.019, -4.843, -2.216], [-0.279, -6.486, 0.245], [1.172, -6.758, 2.186], [3.377, -3.336, 1.044], [1.502, -2.858, -0.793], [3.590, -7.433, 2.580], [5.332, -7.750, 4.203], [5.400, -3.511, 4.890], [3.810, -3.165, 3.170], [7.311, -6.629, 5.105], [6.091, -6.084, 6.394], [7.307, -5.016, 5.773], [7.561, 0.217, -1.515], [6.432, 0.911, -2.218], [6.686, 1.707, -3.317], [5.643, 2.120, -4.084], [4.320, 1.925, -3.736], [4.054, 1.179, -2.613], [5.134, 0.633, -1.875], [3.189, 2.331, -4.701], [2.105, 3.091, -4.346], [1.065, 3.220, -5.274], [1.233, 2.864, -6.576], [2.319, 2.207, -6.998], [3.334, 1.963, -6.064], [0.110, 3.143, -7.550], [7.951, -0.680, -1.997], [7.253, -0.088, -0.515], [8.422, 0.879, -1.602], [7.706, 1.964, -3.561], [5.941, 2.722, -4.930], [3.029, 1.033, -2.306], [5.020, -0.072, -1.064], [2.037, 3.568, -3.379], [0.206, 3.800, -4.968], [2.370, 1.824, -8.006], [4.244, 1.479, -6.386], [-0.542, 3.864, -7.056], [-0.387, 2.220, -7.849], [0.587, 3.581, -8.427], [-2.633, 2.461, -2.411], [-2.189, 2.639, -3.664], [-1.619, 1.679, -4.190], [-2.243, 3.718, -4.254], [-2.287, 1.579, -2.255], [0.179, 0.654, -2.220], [-0.544, -0.083, -1.405], [0.003, -0.820, -0.526], [-1.738, 0.125, -1.435], [-0.504, 0.864, -2.861]],
  "atomic_forces_ev_per_a": [[1.030, 0.316, -0.028], [-0.755, -1.046, -1.224], [-1.606, 1.042, -0.130], [0.862, 0.504, 0.275], [0.823, -1.333, 0.859], [-0.830, -0.106, 0.076], [0.596, -0.436, 0.499], [0.619, -1.122, -0.193], [0.798, -0.036, 0.900], [0.264, 0.673, -0.539], [-0.294, -2.060, -0.731], [0.633, 1.930, 1.268], [-0.105, 0.454, -0.262], [-0.014, 0.152, 0.457], [0.202, -0.882, 0.342], [-0.136, 0.546, 0.302], [-0.198, 0.122, -0.071], [0.932, 0.249, -0.166], [-0.162, 0.064, 0.243], [-0.901, -0.477, 0.305], [0.474, 0.059, 0.139], [-0.193, 0.466, -0.398], [0.342, 0.539, 0.171], [-0.578, 0.345, -0.321], [0.254, -0.041, -0.020], [-0.684, 1.028, 0.979], [-0.559, -0.519, -0.995], [0.020, 0.281, 0.111], [-0.601, 0.228, -0.154], [0.764, 0.459, -0.762], [-0.898, -0.510, -0.918], [0.152, 0.443, 0.159], [-0.238, -0.069, -0.023], [-0.477, -0.045, -0.092], [-0.195, -0.768, -0.274], [0.277, -0.419, -0.223], [-0.184, 0.410, -0.513], [-1.128, 2.011, 0.134], [0.289, -0.721, -1.543], [-0.074, -1.648, 0.616], [-0.122, -0.518, 1.182], [-0.587, 0.841, 0.237], [1.347, -0.177, 0.816], [0.225, 1.688, -1.501], [-1.533, -1.839, -1.742], [-0.410, 2.362, 0.067], [-0.911, 0.238, 0.820], [-0.928, -0.640, -0.122], [-0.184, -0.779, 0.252], [-0.518, -0.041, 0.446], [0.133, 0.050, -0.363], [0.760, 0.510, -0.071], [0.443, -0.102, 1.213], [0.374, -0.435, -0.928], [0.149, 0.095, -0.353], [0.678, 0.182, -0.466], [0.057, -0.100, -0.208], [-0.190, -0.453, -0.080], [0.002, 0.351, 0.049], [0.166, 0.276, 0.950], [0.437, -0.520, 0.242], [0.212, -0.018, 0.018], [0.142, -0.078, 0.791], [-0.372, -0.105, -0.164], [-0.121, -0.520, 0.415], [0.478, 0.353, 0.218], [0.167, -0.301, 0.176], [0.651, 0.363, -0.709], [-0.043, -0.454, 0.170], [0.422, -0.242, -0.253], [0.404, 0.375, 0.427], [-0.101, 0.148, -0.057], [-1.613, 0.572, 0.677], [0.576, -0.229, 0.126], [1.415, -0.836, -1.561], [0.372, 0.824, 0.841], [-1.459, -1.848, -0.654], [-1.073, 0.821, -0.588], [0.943, 0.057, -0.132], [0.574, -0.198, -0.104], [-0.662, -0.430, -0.158], [-0.114, 0.612, -0.662], [-0.071, -0.227, -0.026], [0.559, -0.993, -0.098], [0.095, 0.460, 0.483], [0.945, 0.251, 0.172], [-0.914, -0.099, 0.603], [-0.374, 0.817, -0.037], [0.069, 0.041, -0.113], [0.649, 0.250, 0.670], [0.682, -1.043, 0.250], [-0.276, 1.876, 0.582], [3.074, -1.640, 0.936], [-0.582, 1.580, 0.195], [-0.593, -0.884, -2.276], [-1.230, -0.500, 1.017], [0.303, 0.491, 0.025], [0.837, 0.004, -0.046], [-0.283, -0.126, -0.470], [-0.739, 0.316, -0.391], [-0.473, 0.264, 0.051], [0.272, -0.345, -0.296], [0.026, 0.179, 0.075], [-0.621, 0.188, -0.613], [-0.061, -0.100, 0.031], [0.056, 0.025, 0.698], [-0.182, -0.084, -0.211], [0.306, 0.138, 0.611], [-0.027, 1.043, -0.989], [2.043, 0.593, -0.971], [1.115, -2.870, 1.747], [-3.478, 0.479, -1.323], [0.980, 2.493, 0.352], [-0.364, -1.176, -0.061], [0.433, 0.625, 0.038], [-0.167, 0.598, 0.276], [1.134, -0.588, -0.481], [-2.601, -1.784, 1.080], [-0.477, 1.746, 0.295], [-1.500, 0.354, -1.613], [1.084, -0.250, 1.182], [0.855, 0.055, -0.058], [-0.882, 0.017, 0.427], [-0.209, -0.113, -0.036], [-0.040, 0.260, 0.182], [-0.150, 0.093, 0.324], [0.921, -0.479, -0.009], [0.213, -0.092, -0.163], [0.192, -0.267, 0.174], [-0.342, 0.022, -0.249], [-0.107, 0.017, -0.149], [0.174, 0.029, 0.227], [-0.344, 0.260, -0.047], [0.170, -0.208, 0.040], [0.269, -0.437, -0.050], [0.442, 0.242, -0.032], [0.582, -1.708, 0.000], [1.001, 1.471, 1.575], [-1.016, 0.402, -2.183], [-0.391, -0.351, 2.109], [0.073, 3.976, 0.382], [0.166, -1.968, -0.315], [-0.270, -1.489, -1.439], [0.229, -1.104, -1.012], [-1.317, -0.247, -0.671], [1.483, 0.560, 2.693], [-0.140, 0.598, -1.415], [-0.456, 0.955, 0.135], [0.488, -1.295, 0.869], [-0.465, 1.189, -0.572], [-0.014, 0.420, 0.701], [-0.555, -0.132, -0.015], [0.140, 0.126, -0.070], [-0.524, 0.601, -0.175], [0.256, 0.248, -0.188], [-0.124, -0.560, 0.407], [-0.106, -0.223, -0.012], [0.280, -0.334, 0.026], [0.055, -0.281, -0.100], [-0.255, -0.222, -0.720], [-0.073, 0.218, 0.257], [0.299, -0.207, -0.191], [-0.003, -0.529, 0.343], [0.193, -0.348, 0.335], [-1.529, -0.525, -2.048], [2.293, 0.084, 2.135], [0.426, 2.048, -1.633], [-0.048, 0.203, 0.714], [-2.088, -0.155, -2.268], [0.941, -1.127, 1.470], [-0.503, -1.268, 0.634], [0.526, -0.735, 0.721], [-0.249, 0.798, -0.056], [-0.930, 2.316, -1.757], [-1.653, -0.937, -1.547], [0.352, -1.991, -0.009], [0.950, 0.790, 1.296], [0.687, 0.315, 1.593], [0.261, 0.408, 1.028], [0.096, -0.115, -0.252], [-0.303, -0.582, -0.030], [-0.267, -0.025, 0.283], [0.528, -0.437, -0.035], [-0.247, 0.797, -0.827], [-0.084, 0.287, 0.132], [0.139, -0.316, 0.130], [0.785, 0.156, 0.724], [0.450, -0.131, -0.056], [-0.499, -0.022, -0.392], [-0.275, -0.215, 0.296], [0.724, -0.700, 0.323], [-0.281, 0.364, -0.495], [0.372, 0.437, -0.620], [-0.675, -0.551, -0.659], [-0.169, -1.219, 1.474], [0.494, 1.203, -0.617], [-1.003, 0.135, -1.606], [0.929, -0.666, 1.573], [0.268, 0.944, -1.351], [1.739, -0.132, -0.703], [-0.788, -0.620, -0.291], [1.193, 1.099, -0.262], [-1.534, -0.367, 0.702], [1.157, -0.160, 1.643], [-0.463, -0.083, 0.242], [0.673, 0.398, 0.133], [-0.738, -0.145, -0.586], [0.143, 0.570, -0.011], [-0.089, 0.212, 0.827], [0.201, -0.184, 0.132], [-0.264, 0.061, -0.292], [-0.119, -0.346, 0.148], [-0.157, 0.135, 0.072], [-0.322, -0.165, 0.053], [-0.658, -0.190, -0.439], [-0.047, 0.418, -0.230], [-0.048, -0.191, -0.164], [-0.198, -0.278, -0.271], [-0.041, 0.084, 0.354], [-0.175, 0.125, 0.014], [-0.784, 0.662, 0.818], [0.615, 3.093, -2.505], [1.906, -4.130, -0.171], [-0.724, 0.983, 1.183], [-0.198, -0.974, 0.863], [2.387, -0.453, -0.603], [0.701, -0.747, 3.273], [1.303, -0.653, -0.300], [-3.459, -0.276, -0.177], [-0.690, 1.476, -1.925]],
  "mulliken_charge": [-1.02, -0.78, -0.83, -1.12, 0.75, -0.10, -0.72, -0.54, 0.09, -0.52, -1.01, -0.34, 0.29, 0.36, 0.18, 0.45, 0.43, 0.43, 0.40, 0.61, 0.71, -0.49, 0.58, 0.53, 0.44, 0.24, 0.88, -0.74, 0.12, 0.13, 0.79, 0.62, 0.31, 0.01, 0.44, -0.37, -1.26, -0.58, -0.04, -0.95, 0.56, -0.70, -0.79, -0.84, -0.43, -0.77, -0.33, -0.22, 0.41, 0.31, 0.31, 0.31, 0.35, 0.06, 0.16, 0.63, 0.46, 0.50, 0.45, 0.43, 0.29, 0.38, 0.39, 0.34, 0.33, -0.05, 0.49, 0.68, 0.18, -0.30, 0.21, -0.06, -1.30, 0.69, -1.13, -0.41, -0.61, 0.02, 0.40, 0.30, 0.36, 0.04, 0.60, 0.40, -0.45, 0.63, 0.47, 0.16, 0.34, 0.36, -1.40, 1.09, -0.68, 0.59, -0.81, -0.14, 0.37, 0.43, 0.19, 0.42, 0.42, 0.50, -1.07, 0.19, 0.48, -0.19, 0.10, 0.49, -0.79, 0.04, -0.36, -0.80, 0.99, -0.36, -0.50, 1.28, -0.84, -0.49, 0.38, 0.14, -0.95, -1.15, 0.31, 0.35, 0.38, 0.44, 0.32, 0.38, 0.43, 0.40, 0.57, 0.44, 0.34, 0.87, 0.51, -0.41, -0.71, 0.02, -0.65, -0.97, 0.76, -0.24, -0.84, 0.59, -0.74, -0.34, 0.37, -0.52, -0.28, -1.12, 0.40, 0.30, 0.31, 0.44, 0.74, 0.77, 0.63, 0.68, 0.65, 0.32, 0.45, -0.14, 0.46, 0.55, -1.05, 0.50, -0.74, -0.73, 1.23, -0.55, -0.37, 0.13, -0.44, -0.59, 0.15, -1.39, 0.26, -0.97, -0.10, 0.54, 0.44, 0.54, 0.54, 0.58, 0.44, 0.69, 0.56, 0.66, 0.33, 0.36, 0.46, 0.36, -0.40, 0.18, -0.49, -0.70, 0.24, -0.29, -0.96, 1.01, -0.51, -0.21, 0.10, -0.60, -1.17, -0.77, 0.40, -0.20, 0.37, 0.48, 0.62, 0.89, 0.60, 0.56, 0.50, 0.57, 0.65, 0.31, 0.25, 0.46, -0.06, 0.56, -0.60, -0.76, -0.38, 1.15, -0.77, 0.11, 0.10, -0.98]
}